Density functional theory data (ωB97M-V/def2-TZVPD) for the molecule C4H2O2.

Highest occupied orbital energy (spin up / spin down)   -7.807 / -7.807 eV
Orbital gap (spin up / spin down)   6.59 / 6.59 eV

Each line ends with the Mulliken charge.
Atoms and positions in Å:
O (0.3190, 0.0330, 0.3884)  -0.17
O (0.6275, -2.0319, -0.6366)  -0.35
C (-1.5074, 1.7350, 0.2022)  -0.12
C (1.0516, -0.9292, 0.0857)  0.17
C (-1.9946, 2.9362, 0.0916)  -0.29
C (-0.3817, 1.0079, -0.0508)  0.19
H (-0.1097, -1.5565, -0.8749)  0.29
H (1.9954, -1.1946, 0.7943)  0.28

Forces on atoms 1 to 2 (eV/Å):
-0.4 -0.1 1.2
2.5 1.7 1.9